Record 1
The following is a DFT calculation (ωB97M-V/def2-TZVPD) of one molecule with the formula C20H22Cl2N4O3.

- Total energy: -2140.5482 a.u.
- HOMO level: -8.446 eV
- Orbital gap: 8.9 eV

```
! wB97M-V def2-TZVPD RIJCOSX def2/J DEFGRID3
* xyz 0 1
C 6.031 2.085 0.878
C 4.559 1.936 0.512
C 4.350 0.773 -0.459
N 2.935 0.510 -0.676
C 2.321 1.459 -1.587
C 0.801 1.337 -1.548
O 0.136 1.217 -2.553
N 0.323 1.369 -0.278
C -0.984 1.130 0.155
C -2.073 1.148 -0.712
C -3.335 0.879 -0.226
C -3.543 0.585 1.118
C -2.454 0.595 1.985
C -1.188 0.867 1.508
H -0.343 0.863 2.181
H -2.588 0.413 3.041
C -4.941 0.309 1.557
O -5.908 0.707 0.939
N -5.068 -0.403 2.705
H -4.301 -0.928 3.087
H -6.000 -0.664 2.984
H -4.190 0.896 -0.884
H -1.924 1.366 -1.756
H 1.030 1.357 0.449
H 2.647 1.315 -2.632
H 2.589 2.472 -1.281
C 2.612 -0.859 -1.055
C 1.335 -1.292 -0.329
O 1.283 -1.328 0.879
N 0.305 -1.629 -1.156
C -0.990 -1.990 -0.795
C -1.345 -2.315 0.509
C -2.655 -2.652 0.799
C -3.635 -2.684 -0.177
C -3.283 -2.376 -1.479
C -1.978 -2.037 -1.787
Cl -1.565 -1.647 -3.422
H -4.027 -2.395 -2.258
H -4.652 -2.940 0.070
Cl -3.056 -3.049 2.427
H -0.599 -2.285 1.286
H 0.405 -1.452 -2.151
H 3.403 -1.525 -0.700
H 2.517 -0.980 -2.144
H 4.876 0.976 -1.406
H 4.793 -0.118 -0.011
H 4.206 2.870 0.071
H 3.972 1.743 1.411
H 6.169 2.921 1.559
H 6.399 1.184 1.363
H 6.630 2.265 -0.012
*
```

***

Record 2
The following is a DFT calculation (ωB97M-V/def2-TZVPD) of C69H54BiF9INO3P3Si as an isolated structure.

- Total energy: -5667.1422 a.u.
- HOMO level: -4.315 eV
- Orbital gap: 6.2 eV

```
! wB97M-V def2-TZVPD RIJCOSX def2/J DEFGRID3
* xyz -1 1
Bi -0.386 0.456 0.252
I -0.415 3.139 -0.307
C -0.837 3.037 3.278
C -0.641 4.365 2.971
C -0.879 5.357 3.961
C -1.286 5.066 5.240
C -1.516 3.716 5.600
C -1.900 3.176 6.851
C -2.038 1.816 7.007
C -1.816 0.894 5.953
C -1.451 1.400 4.737
P -0.798 0.863 3.054
C -1.345 -0.932 3.500
C -2.744 -0.974 3.528
C -3.443 -2.071 3.999
C -2.744 -3.174 4.473
C -1.360 -3.153 4.461
C -0.668 -2.044 3.986
C 1.007 0.691 3.394
C 1.733 1.640 4.116
C 3.068 1.426 4.424
C 3.698 0.255 4.030
C 2.999 -0.679 3.284
C 1.670 -0.458 2.958
C -1.303 2.781 4.577
H -0.292 4.688 1.998
H -0.716 6.396 3.689
H -1.442 5.859 5.964
H -2.059 3.835 7.699
H -2.311 1.426 7.980
H -1.941 -0.167 6.134
H -3.302 -0.109 3.177
H -4.528 -2.066 3.997
H -3.277 -4.041 4.843
H -0.808 -4.015 4.817
H 0.413 -2.072 4.018
H 1.263 2.561 4.429
H 3.619 2.180 4.974
H 4.737 0.084 4.292
H 3.488 -1.583 2.939
H 1.150 -1.188 2.347
O 1.255 -0.098 -1.918
P 2.202 0.303 -2.986
C 2.876 2.015 -2.876
P 3.589 2.443 -1.236
O 3.033 1.720 -0.079
C 3.481 4.245 -1.098
C 3.413 4.758 0.192
C 3.341 6.127 0.391
C 3.333 6.982 -0.702
C 3.408 6.472 -1.990
C 3.492 5.103 -2.191
C 5.373 2.151 -1.445
C 6.104 2.661 -2.514
C 7.471 2.447 -2.585
C 8.117 1.731 -1.586
C 7.395 1.239 -0.509
C 6.027 1.453 -0.437
C 1.393 0.254 -4.609
C 0.319 -0.626 -4.723
C -0.360 -0.744 -5.925
C 0.027 0.022 -7.016
C 1.091 0.907 -6.904
C 1.779 1.019 -5.706
C 3.611 -0.826 -3.082
C 3.944 -1.485 -4.261
C 4.944 -2.446 -4.255
C 5.612 -2.743 -3.076
C 5.278 -2.087 -1.898
C 4.268 -1.140 -1.895
H 2.040 2.689 -3.081
H 3.648 2.158 -3.634
H 3.377 4.072 1.029
H 3.272 6.522 1.397
H 3.251 8.052 -0.551
H 3.392 7.141 -2.842
H 3.541 4.709 -3.200
H 5.611 3.243 -3.285
H 8.036 2.842 -3.420
H 9.184 1.558 -1.649
H 7.898 0.689 0.277
H 5.443 1.095 0.402
H 0.014 -1.199 -3.856
H -1.193 -1.430 -6.005
H -0.503 -0.070 -7.956
H 1.387 1.509 -7.754
H 2.618 1.701 -5.633
H 3.415 -1.257 -5.178
H 5.192 -2.973 -5.168
H 6.382 -3.503 -3.073
H 5.793 -2.333 -0.979
H 3.957 -0.665 -0.971
F 1.642 -2.826 -1.834
C 0.391 -3.245 -1.556
F -0.461 -2.402 -2.153
F 0.259 -4.444 -2.179
C 0.115 -3.306 -0.003
O -0.204 -2.143 0.531
C -1.035 -4.372 0.190
F -1.974 -4.251 -0.768
F -1.647 -4.195 1.364
F -0.610 -5.660 0.159
C 1.414 -3.901 0.656
F 1.167 -4.359 1.897
F 2.362 -2.953 0.775
F 1.975 -4.923 -0.034
C -5.534 -4.234 -2.248
C -4.946 -3.208 -2.973
C -4.325 -2.154 -2.318
C -4.281 -2.099 -0.925
C -4.857 -3.155 -0.214
C -5.482 -4.208 -0.862
Si -3.422 -0.768 0.102
C -4.705 0.331 0.974
C -5.907 -0.171 1.478
C -6.800 0.645 2.157
C -6.508 1.990 2.342
C -5.320 2.508 1.847
C -4.429 1.685 1.173
H -6.025 -5.053 -2.759
H -4.970 -3.232 -4.056
H -3.862 -1.371 -2.903
H -4.788 -3.163 0.870
H -5.919 -5.017 -0.289
H -2.623 -1.485 1.090
H -6.150 -1.218 1.331
H -7.723 0.234 2.549
H -7.207 2.631 2.866
H -5.080 3.555 1.989
H -3.505 2.107 0.790
N -2.334 0.280 -0.747
C -2.689 0.897 -1.947
C -4.037 1.140 -2.271
C -4.398 1.741 -3.463
C -3.432 2.138 -4.378
C -2.099 1.906 -4.076
C -1.733 1.293 -2.890
H -4.810 0.851 -1.571
H -5.448 1.902 -3.675
H -3.716 2.611 -5.309
H -1.327 2.200 -4.780
H -0.690 1.092 -2.702
*
```

***

Record 3
The following is a DFT calculation (ωB97M-V/def2-TZVPD) of a 2-piece molecular cluster, C3H8NO overall.

- Total energy: -248.6261 a.u.
- HOMO level: -14.172 eV
- Orbital gap: 5.9 eV

```
! wB97M-V def2-TZVPD RIJCOSX def2/J DEFGRID3
* xyz 1 1
C 0.331 1.363 -0.558
C 0.152 0.413 -1.505
C -0.028 -0.133 1.430
N -0.068 1.120 0.748
H 0.640 2.373 -0.803
H 0.243 -0.658 -1.444
H -0.042 0.690 -2.543
H -0.946 -0.127 2.014
H 0.868 -0.211 2.057
H -0.041 2.013 1.234
H -0.161 -3.058 -0.183
H -0.209 -1.674 0.612
O -0.338 -2.116 -0.275
*
```

***

Record 4
The following is a DFT calculation (ωB97M-V/def2-TZVPD) of a 2-piece molecular cluster, C5H14NS2 overall.

- Total energy: -1049.7711 a.u.
- HOMO level: -11.866 eV
- Orbital gap: 8.6 eV

```
! wB97M-V def2-TZVPD RIJCOSX def2/J DEFGRID3
* xyz 1 1
C 1.194 2.354 -0.475
S 1.063 0.746 -1.307
S 2.031 -0.452 0.092
C 1.102 -1.971 -0.132
H 0.926 2.240 0.573
H 2.210 2.731 -0.531
H 0.509 3.023 -0.989
H 1.160 -2.342 -1.153
H 1.576 -2.700 0.521
H 0.061 -1.870 0.169
C -2.897 -1.469 0.517
C -2.078 -0.287 0.895
C -1.516 0.008 2.046
N -1.946 0.716 -0.207
H -2.841 -2.241 1.278
H -3.938 -1.183 0.364
H -2.534 -1.921 -0.411
H -0.973 0.929 2.198
H -1.566 -0.692 2.868
H -2.625 0.539 -0.948
H -0.978 0.688 -0.646
H -2.123 1.660 0.139
*
```

***

Record 5
The following is a DFT calculation (ωB97M-V/def2-TZVPD) of a 2-piece molecular cluster, C4H8N2O overall.

- Total energy: -341.8657 a.u.
- HOMO level: -10.104 eV
- Orbital gap: 10.3 eV

```
! wB97M-V def2-TZVPD RIJCOSX def2/J DEFGRID3
* xyz 0 1
C 0.540 -2.405 0.655
C -1.644 -1.469 0.937
C 0.940 2.357 -0.249
C 0.189 1.185 -0.780
N -0.656 -2.335 0.864
N -0.040 1.049 -1.983
O -2.606 -1.332 0.240
H 1.029 -3.406 0.583
H -1.512 -0.990 1.986
H 1.776 1.992 0.223
H 1.358 3.143 -1.052
H 0.245 2.951 0.392
H -0.024 0.516 0.095
H -0.599 0.262 -2.108
H 1.004 -1.518 0.196
*
```

***

Record 6
The following is a DFT calculation (ωB97M-V/def2-TZVPD) of H20O10 as an isolated structure.

- Total energy: -763.6073 a.u.
- HOMO level: -8.726 eV
- Orbital gap: 7.2 eV

```
! wB97M-V def2-TZVPD RIJCOSX def2/J DEFGRID3
* xyz 0 1
O 13.811 -6.255 -1.168
H 14.069 -5.380 -0.878
H 14.177 -6.844 -0.508
O 18.540 -5.551 -2.864
H 19.205 -4.867 -2.944
H 17.713 -5.102 -3.041
O 17.897 -5.849 -0.852
H 17.978 -5.833 -1.805
H 18.002 -4.935 -0.587
O 16.919 -4.401 -2.710
H 17.232 -3.873 -1.976
H 16.787 -3.772 -3.419
O 15.773 -6.074 -2.093
H 15.065 -6.138 -2.734
H 16.230 -5.265 -2.321
O 12.676 -5.619 -2.490
H 13.379 -5.220 -3.002
H 13.123 -6.044 -1.758
O 15.464 -6.988 -0.188
H 16.314 -7.415 -0.082
H 15.634 -6.261 -0.786
O 14.127 -8.007 -2.474
H 13.898 -7.804 -3.381
H 13.905 -7.213 -1.987
O 14.521 -5.634 -3.493
H 14.222 -6.403 -3.979
H 14.753 -4.998 -4.169
O 16.709 -8.013 -2.456
H 16.252 -8.423 -3.191
H 16.225 -7.203 -2.294
*
```

***

Record 7
The following is a DFT calculation (ωB97M-V/def2-TZVPD) of C54H32CdCl4N7Se as an isolated structure.

- Total energy: -6870.4237 a.u.
- HOMO level (alpha / beta): -4.476 / -4.477 eV
- Orbital gap (alpha / beta): 5.6 / 5.6 eV

```
! wB97M-V def2-TZVPD RIJCOSX def2/J DEFGRID3
* xyz -1 1
Cd 13.660 13.478 11.462
Cl 6.781 20.034 11.494
C 7.902 18.704 11.626
C 8.578 18.262 10.502
C 9.516 17.246 10.646
C 9.792 16.676 11.883
C 9.069 17.130 12.985
C 8.123 18.126 12.869
C 10.862 15.654 12.050
C 10.540 14.340 11.747
C 9.226 13.847 11.372
C 9.367 12.522 11.137
C 10.744 12.175 11.447
C 11.286 10.858 11.353
C 10.439 9.843 10.634
C 9.704 8.901 11.341
C 8.910 7.962 10.704
C 8.881 7.972 9.327
Cl 7.925 6.785 8.508
C 9.628 8.875 8.577
C 10.403 9.822 9.247
C 12.562 10.471 11.744
N 13.503 11.268 12.353
C 14.658 10.568 12.373
C 15.930 11.068 12.706
C 17.056 10.089 12.813
C 17.228 9.410 14.012
C 18.280 8.532 14.189
C 19.150 8.307 13.151
Cl 20.429 7.138 13.377
C 19.018 8.959 11.930
C 17.972 9.856 11.786
C 16.267 12.416 12.972
C 17.595 12.886 13.372
C 17.509 14.241 13.487
C 16.149 14.598 13.127
N 15.452 13.471 12.830
C 15.638 15.905 13.167
C 14.291 16.292 12.909
C 13.772 17.632 13.006
C 12.417 17.557 12.758
C 12.130 16.153 12.475
N 13.269 15.431 12.582
C 16.609 17.007 13.475
C 16.688 17.565 14.766
C 17.574 18.583 15.060
C 18.396 19.066 14.045
Cl 19.479 20.373 14.420
C 18.368 18.519 12.782
C 17.491 17.480 12.498
C 14.437 9.230 11.831
C 13.151 9.160 11.456
N 11.407 13.288 11.799
H 8.377 18.707 9.530
H 10.056 16.909 9.779
H 9.287 16.703 13.961
H 7.559 18.487 13.725
H 8.339 14.450 11.283
H 8.616 11.811 10.853
H 9.766 8.904 12.429
H 8.393 7.225 11.286
H 9.607 8.814 7.501
H 10.980 10.531 8.676
H 16.514 9.612 14.793
H 18.408 8.022 15.148
H 19.705 8.722 11.134
H 17.847 10.375 10.852
H 18.434 12.252 13.589
H 18.292 14.927 13.777
H 14.321 18.526 13.212
H 11.736 18.396 12.697
H 16.010 17.197 15.541
H 17.644 18.993 16.055
H 19.018 18.928 12.027
H 17.456 17.041 11.518
H 15.237 8.505 11.694
H 12.640 8.345 10.981
N 16.281 13.649 9.793
C 16.158 14.392 8.617
C 17.218 14.635 7.757
C 17.016 15.360 6.571
C 15.793 15.832 6.216
C 14.697 15.662 7.113
C 13.394 16.123 6.799
C 12.413 15.968 7.717
C 12.723 15.400 8.963
N 13.896 14.905 9.265
C 14.880 14.968 8.323
H 17.219 13.296 9.917
H 15.584 12.937 9.853
H 18.197 14.219 7.940
H 17.839 15.479 5.869
H 15.675 16.344 5.278
H 13.209 16.611 5.849
H 11.410 16.294 7.503
H 11.955 15.359 9.738
Se 14.004 10.459 7.054
C 13.790 11.432 8.524
N 13.674 12.084 9.487
*
```

***

Record 8
The following is a DFT calculation (ωB97M-V/def2-TZVPD) of C57H39I4MnN6O3 as an isolated structure.

- Total energy: -5091.6477 a.u.
- HOMO level (alpha / beta): -3.806 / -3.755 eV
- Orbital gap (alpha / beta): 5.0 / 4.9 eV

```
! wB97M-V def2-TZVPD RIJCOSX def2/J DEFGRID3
* xyz -1 6
Mn 0.031 0.221 0.145
I 3.405 1.510 8.689
C 2.272 1.432 6.907
C 2.423 2.421 5.947
C 1.686 2.358 4.780
C 0.755 1.325 4.531
C 0.693 0.303 5.504
C 1.424 0.362 6.675
C -0.007 1.269 3.307
C -0.077 2.366 2.400
C -0.082 3.751 2.767
C -0.647 4.422 1.719
C -0.946 3.448 0.718
C -1.620 3.730 -0.515
C -2.736 4.643 -0.578
C -3.468 4.808 -1.777
C -4.589 5.610 -1.852
C -5.026 6.278 -0.719
I -6.737 7.509 -0.823
C -4.374 6.109 0.491
C -3.261 5.295 0.561
C -1.237 2.973 -1.684
N -1.007 1.671 -1.637
C -0.688 1.272 -2.907
C -0.619 -0.086 -3.223
C -0.203 -0.549 -4.557
C -0.713 -0.018 -5.743
C -0.315 -0.509 -6.977
C 0.605 -1.542 -7.027
I 1.237 -2.283 -8.901
C 1.123 -2.099 -5.870
C 0.716 -1.603 -4.643
C -1.053 -1.085 -2.297
C -1.601 -2.353 -2.690
C -2.258 -2.846 -1.603
C -2.066 -1.901 -0.543
N -1.311 -0.864 -0.983
C -2.563 -2.029 0.781
C -2.083 -1.270 1.859
C -2.549 -1.318 3.210
C -1.760 -0.470 3.927
C -0.851 0.133 3.002
N -1.056 -0.355 1.757
C -3.681 -2.966 0.995
C -3.718 -3.879 2.051
C -4.821 -4.691 2.263
C -5.905 -4.600 1.408
I -7.616 -5.786 1.757
C -5.889 -3.735 0.326
C -4.780 -2.931 0.128
C -0.597 2.423 -3.769
C -0.989 3.486 -3.012
N -0.528 2.216 1.118
H 3.119 3.236 6.097
H 1.869 3.104 4.023
H 0.064 -0.558 5.329
H 1.346 -0.437 7.401
H 0.200 4.165 3.721
H -0.794 5.488 1.632
H -3.162 4.256 -2.654
H -5.127 5.707 -2.785
H -4.742 6.601 1.382
H -2.813 5.116 1.526
H -1.457 0.764 -5.692
H -0.740 -0.106 -7.886
H 1.837 -2.909 -5.917
H 1.119 -2.025 -3.730
H -1.550 -2.787 -3.676
H -2.809 -3.771 -1.533
H -3.394 -1.871 3.586
H -1.867 -0.211 4.969
H -2.858 -3.973 2.700
H -4.836 -5.388 3.089
H -6.735 -3.673 -0.344
H -4.767 -2.237 -0.701
H -0.285 2.443 -4.801
H -1.038 4.524 -3.309
C 5.043 -5.738 -0.798
O 3.865 -5.162 -0.282
C 3.537 -3.906 -0.696
C 4.275 -3.196 -1.663
C 3.879 -1.925 -1.994
C 2.764 -1.294 -1.416
C 2.424 0.068 -1.764
C 3.266 0.796 -2.794
O 1.483 0.696 -1.275
C 1.984 -2.028 -0.441
O 0.952 -1.569 0.137
C 2.431 -3.340 -0.115
H 5.167 -6.685 -0.278
H 5.917 -5.108 -0.609
H 4.969 -5.929 -1.873
H 5.133 -3.639 -2.149
H 4.460 -1.394 -2.737
H 3.245 0.264 -3.747
H 4.302 0.869 -2.459
H 2.854 1.793 -2.933
H 1.861 -3.900 0.616
C 4.682 -0.761 3.528
N 3.902 -0.019 2.562
C 4.221 1.179 1.978
C 3.147 1.516 1.203
N 2.181 0.556 1.308
C 2.658 -0.340 2.138
H 5.570 -0.192 3.795
H 4.986 -1.725 3.118
H 4.092 -0.928 4.427
H 5.163 1.670 2.158
H 3.012 2.384 0.576
H 2.155 -1.247 2.438
*
```